1.
Formula: C4H9FN
Source: the Open Molecules 2025 dataset
Level of theory: ωB97M-V with the def2-TZVPD basis set

```
15
Properties=species:S:1:pos:R:3:forces:R:3:lowdin_charge:R:1
C -0.442742 -0.062238 0.103670 -1.5 -1.0 2.3 -0.29
C -1.815876 -0.101140 0.807718 0.7 3.6 -2.0 0.05
C -0.207682 -1.074489 -0.892943 2.4 -1.4 -1.9 -0.02
C 1.211347 1.283780 1.328191 0.1 0.7 2.8 0.15
N 0.471562 0.557600 0.685526 -1.0 0.1 -1.8 0.12
F 1.870051 0.350840 -2.280102 3.3 -0.3 -0.5 -0.13
H -2.471985 0.776191 0.352358 1.4 -1.4 1.3 0.16
H -1.632187 -0.031373 1.872019 -0.7 -0.2 0.1 0.10
H -2.246323 -0.938187 0.372637 -1.1 -1.9 0.2 0.05
H -0.918376 -0.915274 -1.713132 0.3 -0.3 -0.1 0.12
H 0.889265 -1.023728 -1.219323 -1.9 -0.1 0.0 0.10
H -0.316951 -2.139044 -0.511213 -0.4 1.5 0.0 0.14
H 1.099132 2.380724 1.389384 0.7 -0.5 -0.8 0.14
H 1.667209 0.721212 2.149406 0.6 0.6 0.0 0.13
H 2.843563 0.215132 -2.444197 -3.0 0.5 0.4 0.17
```
Forces are in eV/Å.

charge	+1
electronic energy	-312.10157	Eh
E_HOMO	-16.1075	eV
energy relative to the best compared isomer or geometry (same formula, charge and spin)	196.92	kJ/mol

2.
Formula: C32H34IN11O10P2SW
Source: the Open Molecules 2025 dataset
Level of theory: ωB97M-V with the def2-TZVPD basis set

```
92
Properties=species:S:1:pos:R:3:forces:R:3:lowdin_charge:R:1
W -0.975960 0.490272 0.415858 2.3 0.3 0.1 1.72
C -2.810026 -3.011910 2.849749 0.0 0.1 -0.1 0.00
C -2.615919 -3.230843 1.378258 -0.2 -0.5 0.4 -0.25
N -2.834838 -4.444832 0.897907 0.1 0.4 0.0 0.14
C -2.643577 -4.662334 -0.410524 0.0 -0.2 -0.1 -0.09
C -2.311097 -3.692325 -1.323917 0.0 0.2 -0.2 -0.14
C -2.046041 -4.057811 -2.760401 -0.1 -0.1 0.0 -0.20
O -2.962824 -3.472971 -3.682939 0.0 0.1 0.0 -0.06
C -2.144038 -2.361721 -0.857543 -0.5 -0.8 1.0 -0.07
C -1.920918 -1.311821 -1.789967 0.3 1.5 -0.2 -0.03
N -1.528659 -0.065334 -1.557833 -0.3 -1.6 0.0 -0.07
C -1.053649 0.625572 -2.700440 0.1 0.9 -1.0 -0.31
C -0.512621 -0.051574 -3.805299 -0.1 -0.2 0.5 -0.03
C -0.075409 0.622368 -4.925859 0.0 0.1 -0.2 -0.07
C -0.142078 2.006035 -4.993419 0.0 -0.1 0.1 -0.07
C -0.618123 2.708131 -3.900188 -0.1 0.0 0.0 -0.14
C -1.064524 2.023111 -2.782971 -0.3 0.1 1.0 -0.54
I -1.698996 3.141777 -1.098662 -0.4 1.1 -1.6 1.30
C -2.222340 -2.176224 0.540156 0.2 0.5 -1.1 -0.24
O -1.942874 -0.975668 1.023444 -1.3 -2.8 0.4 -0.26
H -3.289697 -3.887780 3.277997 0.0 0.0 0.0 0.08
H -3.422892 -2.128750 3.027206 0.0 0.0 0.1 0.07
H -1.852252 -2.850698 3.348389 0.0 0.0 0.0 0.07
H -2.772947 -5.690628 -0.732749 0.0 0.0 -0.1 0.12
H -2.048130 -5.147538 -2.853694 0.1 0.0 0.0 0.12
H -1.058159 -3.697293 -3.052978 0.0 -0.1 0.0 0.12
H -3.847401 -3.794892 -3.481961 0.0 0.0 0.0 0.10
H -2.083269 -1.570606 -2.827457 0.0 -0.1 0.0 0.12
H -0.379078 -1.122537 -3.748282 0.1 0.0 0.0 0.10
H 0.345092 0.056299 -5.746392 0.0 0.0 0.0 0.11
H 0.197099 2.533821 -5.874171 0.0 0.0 0.0 0.11
H -0.661896 3.788354 -3.905060 0.0 0.0 0.0 0.09
C -4.599746 2.010467 3.918844 -0.1 0.2 -0.2 -0.04
C -3.593890 1.546780 2.880968 0.2 0.1 -0.5 -0.58
O -3.058118 0.267233 3.144940 -0.2 -0.1 0.4 -0.08
P -4.298423 1.354410 1.202248 0.4 -0.1 -0.4 0.50
O -5.483944 0.318960 1.263128 -0.2 0.0 0.1 -0.06
O -5.019011 2.686215 0.822321 -0.4 0.1 0.1 -0.09
O -3.241111 0.949886 0.211620 -0.5 -0.2 0.6 -0.45
P -2.247373 2.769110 2.530069 -0.1 -0.3 0.0 0.36
O -1.508072 3.060435 3.887473 0.0 0.1 0.0 -0.10
O -2.857630 3.951901 1.883253 -0.1 0.3 0.0 -0.31
O -1.276305 1.971884 1.643938 -0.1 1.2 0.8 -0.55
H -5.462994 1.345308 3.933394 0.0 0.0 0.0 0.09
H -4.928666 3.023688 3.684974 -0.1 0.0 0.1 0.09
H -4.134118 2.017650 4.904524 0.0 0.0 0.0 0.09
H -2.480757 0.304455 3.921264 0.1 0.0 0.0 0.09
H -5.293829 -0.526966 0.837887 0.1 0.1 0.0 0.10
H -4.430697 3.461414 0.972677 0.1 -0.1 0.2 0.07
H -0.841244 2.358664 4.066979 0.1 -0.1 -0.2 0.06
N 0.618242 -2.391337 1.949414 -0.1 -0.2 0.0 0.18
C 0.343535 -1.336983 2.763849 0.0 0.6 0.2 -0.46
N 0.247352 -1.448855 4.076304 0.2 -0.4 -0.1 0.06
N -0.056502 -0.220898 4.497531 0.0 0.3 0.0 -0.05
N -0.149250 0.589686 3.508886 0.2 0.1 0.1 -0.09
N 0.111157 -0.078851 2.344317 -0.5 0.0 0.5 -0.04
C 0.780838 -2.238387 0.606161 0.0 0.5 -0.3 -0.45
N 1.247229 -3.155499 -0.213784 0.1 -0.2 0.4 0.07
N 1.244319 -2.560492 -1.416362 0.0 0.1 -0.2 -0.04
N 0.800507 -1.366108 -1.337424 0.3 0.2 0.0 -0.04
N 0.479472 -1.095943 -0.037893 -0.2 -0.5 -0.5 -0.07
H 0.848938 -3.275866 2.368282 0.1 0.0 0.0 0.16
O 0.426797 1.517591 -0.127341 0.5 -0.4 -0.4 -0.84
S 2.031281 2.160182 0.703546 1.5 0.5 0.2 1.09
C 2.339924 3.284827 -0.705473 -0.3 -0.3 0.1 -0.33
C 3.044893 2.658564 -1.882913 0.1 0.0 0.0 -0.28
C 2.629936 1.447482 -2.427324 0.0 0.0 0.0 -0.05
C 3.310892 0.881579 -3.493010 0.0 0.0 0.0 -0.07
C 4.407124 1.531517 -4.042341 0.1 0.0 -0.1 -0.08
C 4.817642 2.748645 -3.520574 0.0 0.0 0.0 -0.08
C 4.146456 3.302725 -2.439893 -0.1 0.0 0.0 -0.05
C 3.917698 1.848927 1.044881 -0.6 -0.1 -0.1 -0.27
C 4.200666 0.439680 1.425923 -0.1 -0.2 0.1 -0.30
C 4.104409 0.025000 2.752537 0.0 0.1 0.0 -0.05
C 4.366567 -1.290684 3.100965 0.0 -0.1 0.0 -0.08
C 4.720989 -2.209221 2.123097 -0.1 -0.1 0.0 -0.09
C 4.801978 -1.810831 0.795648 0.0 0.0 0.0 -0.08
C 4.538489 -0.495926 0.449578 0.0 0.1 0.0 -0.04
H 2.933136 4.105901 -0.303217 -0.1 0.0 0.0 0.09
H 1.350458 3.654330 -0.976929 0.0 0.1 0.0 0.05
H 1.782780 0.928294 -2.013467 -0.2 -0.1 0.1 0.07
H 2.984369 -0.076604 -3.877759 0.0 0.0 0.0 0.11
H 4.949402 1.086921 -4.867228 0.0 0.0 0.0 0.10
H 5.666839 3.265361 -3.949020 0.0 0.0 0.0 0.10
H 4.479295 4.249135 -2.027905 0.0 0.0 0.0 0.11
H 4.125651 2.536473 1.865014 0.0 0.1 0.0 0.09
H 4.448361 2.137571 0.141455 0.0 0.0 0.0 0.08
H 3.831877 0.742553 3.518899 0.0 0.0 0.0 0.12
H 4.295089 -1.599599 4.135728 0.0 0.0 0.0 0.10
H 4.920376 -3.239852 2.390483 0.0 0.0 0.0 0.10
H 5.065279 -2.526685 0.028965 0.0 0.0 0.0 0.11
H 4.599518 -0.185482 -0.588333 0.0 0.0 0.0 0.11
```
Forces are in eV/Å.

electronic energy	-4040.41317	Eh
E_HOMO (spin up / spin down)	-7.3014 / -8.5262	eV
spin multiplicity	3
energy relative to the best compared isomer or geometry (same formula, charge and spin)	230.60	kJ/mol

3.
Formula: CH2N4O2
Source: the Open Molecules 2025 dataset
Level of theory: ωB97M-V with the def2-TZVPD basis set

```
9
Properties=species:S:1:pos:R:3:forces:R:3:lowdin_charge:R:1
C 0.729209 1.164610 0.400774 1.2 -0.3 1.1 -0.37
N 1.558441 1.535722 1.114779 0.1 0.3 0.0 0.17
N -1.350246 0.418258 0.106007 0.4 -0.4 0.1 0.08
N -0.162313 0.657753 -0.406784 -0.4 0.1 -1.8 -0.03
N 0.776899 -1.320826 -0.626485 0.3 -0.7 -0.2 -0.25
O 1.941533 -1.342513 -0.907291 -1.3 0.1 0.3 0.10
O -0.033244 -2.189086 -0.448114 0.7 1.0 -0.2 0.08
H -1.339333 0.165937 1.064072 -0.6 0.1 1.0 0.10
H -2.120945 0.910145 -0.296958 -0.4 -0.2 -0.4 0.12
```
Forces are in eV/Å.

electronic energy	-408.59286	Eh
E_HOMO (spin up / spin down)	-10.1899 / -9.7664	eV
energy relative to the best compared isomer or geometry (same formula, charge and spin)	505.89	kJ/mol

4.
Formula: C3H5N3O
Source: the Open Molecules 2025 dataset
Level of theory: ωB97M-V with the def2-TZVPD basis set

```
12
Properties=species:S:1:pos:R:3:forces:R:3:lowdin_charge:R:1
O -2.047008 0.838018 -0.424847 -0.1 0.0 -0.1 -0.07
C -1.931778 -0.360606 0.396041 -0.1 -0.3 0.2 -0.06
C -0.446798 -0.316346 0.154205 0.0 0.0 0.0 -0.35
N -0.660897 0.690637 -0.718717 0.3 -0.1 0.0 0.09
N 1.915719 0.634001 -0.503798 0.2 -0.3 0.1 0.07
C 1.800492 -0.433699 0.198382 0.1 0.1 0.0 -0.30
N 0.575855 -0.954627 0.593901 0.0 0.2 -0.1 0.09
H -0.060647 1.460820 -0.972720 0.0 0.2 0.1 0.12
H -2.441860 -1.212016 -0.059532 0.0 0.1 0.1 0.13
H -2.258960 -0.190458 1.422143 0.0 0.0 -0.1 0.13
H 2.896557 0.857742 -0.651622 0.0 0.0 0.0 0.04
H 2.659320 -1.013470 0.566565 -0.2 0.2 -0.1 0.11
```
Forces are in eV/Å.

electronic energy	-356.71462	Eh
E_HOMO	-9.0025	eV
SMILES string	[H]/N=C/N=C1/CON1
energy relative to the best compared isomer or geometry (same formula, charge and spin)	374.80	kJ/mol